1.
Entry from OMol25: the ion C5H8N with charge +1 (ωB97M-V with the def2-TZVPD basis set).

```
! wB97M-V def2-TZVPD RIJCOSX def2/J DEFGRID3
* xyz 1 1
C -1.01 -1.34 -0.21
C -1.76 -0.24 0.05
C -2.79 0.59 -0.04
C -0.25 -0.26 0.40
C 2.20 -0.35 0.10
N 0.92 0.18 -0.43
H -3.80 0.23 0.15
H -2.69 1.63 -0.29
H -0.11 0.02 1.44
H 2.38 0.05 1.10
H 2.13 -1.44 0.16
H 3.02 -0.08 -0.55
H 0.77 -0.20 -1.38
H 0.97 1.20 -0.49
*
```

lowest unoccupied orbital energy (spin up / spin down) = -5.547 / -5.547 eV
relative energy (zero: lowest compared OMol25 entry of this formula, charge and spin) = 126.7 kcal per mole
E = -6792.59285 eV
orbital gap (spin up / spin down) = 0.2951 / 0.2950 hartree

=====

2.
Entry from OMol25: a structure of composition C22H32N4O5ReS (ωB97M-V with the def2-TZVPD basis set).

```
! wB97M-V def2-TZVPD RIJCOSX def2/J DEFGRID3
* xyz 0 2
Re 0.45 -1.94 -0.87
N 2.35 -0.70 -0.74
C 2.89 -0.47 -2.10
C 1.73 -0.18 -3.02
N 0.73 -1.27 -2.93
H 2.10 0.18 -0.30
H 3.01 -1.18 -0.14
H 3.39 -1.39 -2.41
H 3.62 0.34 -2.12
H 2.07 -0.03 -4.05
H 1.22 0.73 -2.70
H 1.05 -2.08 -3.45
H -0.15 -0.96 -3.35
C 2.43 7.30 1.74
C 1.47 6.29 2.31
C 1.90 5.02 2.69
C 1.01 4.09 3.21
C -0.32 4.43 3.36
C -0.77 5.70 2.99
C 0.12 6.61 2.47
S -1.48 3.25 3.99
O -0.71 2.21 4.60
O -2.50 3.96 4.69
N -2.22 2.60 2.68
C -1.44 1.88 1.67
C -1.19 0.43 2.07
C -0.54 -0.36 0.96
O -0.16 -1.55 1.17
O -0.40 0.14 -0.20
H 3.45 6.94 1.79
H 2.37 8.24 2.28
H 2.19 7.51 0.70
H 2.94 4.76 2.58
H 1.35 3.11 3.53
H -1.81 5.96 3.15
H -0.22 7.60 2.20
H -2.91 3.24 2.32
H -0.49 2.39 1.46
H -2.01 1.91 0.74
H -2.13 -0.05 2.32
H -0.57 0.36 2.96
C -3.41 -1.40 -0.71
N -3.01 -1.29 -2.10
C -2.89 -2.54 -2.83
C -2.40 -0.18 -2.54
O -1.79 -0.07 -3.60
H -4.41 -1.84 -0.64
H -3.44 -0.41 -0.26
H -2.71 -2.03 -0.16
H -3.83 -3.09 -2.76
H -2.08 -3.14 -2.41
H -2.67 -2.32 -3.87
H -2.51 0.67 -1.85
C 0.68 -3.67 -1.05
C 0.90 -5.10 -1.13
C 1.09 -5.85 0.03
C 1.30 -7.22 -0.05
C 1.34 -7.86 -1.28
C 1.15 -7.12 -2.44
C 0.94 -5.75 -2.37
H 1.06 -5.35 0.99
H 1.44 -7.79 0.86
H 1.50 -8.93 -1.34
H 1.17 -7.61 -3.41
H 0.78 -5.17 -3.28
*
```

lowest unoccupied orbital energy (spin up / spin down) = 0.240 / 0.174 eV
relative energy (zero: lowest compared OMol25 entry of this formula, charge and spin) = 0.0 kcal per mole
E = -52495.53666 eV
orbital gap (spin up / spin down) = 0.2296 / 0.2361 hartree

=====

> Among the records above, which one has the highest E?

C5H8N